No. 1
9
Properties=species:S:1:pos:R:3:forces:R:3 method="wB97M-V/def2-TZVPD" homo_lumo_gap_ha=0.3666 e_homo_ha=-0.3698 charge=0 de_lowest_kj_mol=519.7 fmax_ev_per_a=1.14
H 1.550 1.149 1.370 0.468 -0.022 0.367
N -0.034 1.075 0.096 0.342 -1.083 0.124
C 1.100 0.293 0.902 0.621 0.278 0.530
H 0.692 -0.401 1.646 0.082 0.303 -0.157
N -0.732 -1.143 -0.724 -0.197 0.099 -0.156
H 1.809 -0.223 0.244 -0.166 0.265 0.164
C -0.379 -0.005 -0.310 -0.479 0.558 -0.310
N -1.839 -0.952 -1.554 -0.418 0.276 -0.285
O -2.166 0.206 -1.669 -0.253 -0.674 -0.277

***

No. 2
9
Properties=species:S:1:pos:R:3:forces:R:3 method="wB97M-V/def2-TZVPD" homo_lumo_gap_ha="0.2836 / 0.3163" e_homo_ha="-0.3573 / -0.3624" charge=0 de_lowest_kj_mol=419.3 fmax_ev_per_a=0.75
H 1.810 -1.966 0.614 -0.081 -0.017 -0.163
C -0.779 0.810 0.123 0.175 -0.253 0.490
O -1.263 1.991 -0.259 -0.071 0.065 0.038
N -0.791 0.202 1.219 -0.480 0.494 0.286
N -0.280 -0.036 -0.808 -0.104 -0.082 -0.679
N 0.941 -1.432 0.594 0.167 0.073 -0.292
H -1.724 2.396 0.492 0.068 -0.037 -0.089
H 1.342 -1.088 -1.433 -0.005 0.061 0.044
C 0.743 -0.877 -0.543 0.332 -0.304 0.365

***

No. 3
9
Properties=species:S:1:pos:R:3:forces:R:3 method="wB97M-V/def2-TZVPD" homo_lumo_gap_ha=0.3874 e_homo_ha=-0.3568 charge=0 de_lowest_kj_mol=371.7 fmax_ev_per_a=4.33
O -2.069 -0.107 0.045 0.486 -4.139 -1.187
N -0.699 -0.105 0.019 1.689 0.024 -0.131
C 1.414 0.228 0.015 0.836 1.619 0.163
H 2.436 0.692 0.250 -1.695 -1.151 -0.937
C 0.209 0.940 -0.052 -2.059 -1.013 0.717
H -2.105 -1.186 -0.205 -0.755 3.825 0.962
H -0.248 1.980 -0.067 1.325 -1.557 0.075
N 1.151 -1.110 -0.034 2.270 0.569 0.891
N -0.088 -1.332 0.029 -2.097 1.824 -0.552

***

No. 4
9
Properties=species:S:1:pos:R:3:forces:R:3 method="wB97M-V/def2-TZVPD" homo_lumo_gap_ha=0.3824 e_homo_ha=-0.3719 charge=0 de_lowest_kj_mol=703.2 fmax_ev_per_a=6.23
H 1.530 1.334 -0.079 0.940 -2.403 -0.036
O 1.752 -0.773 -0.334 0.077 -1.594 -2.527
N -1.916 0.539 0.416 -1.856 3.145 2.237
C 0.654 -0.428 0.368 -4.327 -0.129 0.753
N -2.162 -0.537 -0.044 -0.601 -2.371 0.004
C -0.996 0.144 -0.523 5.564 -2.756 0.472
H 0.369 -1.016 1.345 0.378 0.949 -2.041
H -1.034 0.346 -1.568 0.545 0.791 -0.516
N 1.802 0.391 0.420 -0.722 4.367 1.654

***

No. 5
9
Properties=species:S:1:pos:R:3:forces:R:3 method="wB97M-V/def2-TZVPD" homo_lumo_gap_ha=0.3739 e_homo_ha=-0.3781 charge=0 de_lowest_kj_mol=425.9 fmax_ev_per_a=6.83
N 0.461 -0.428 -0.849 -0.218 0.640 -1.512
H 1.506 -1.735 0.398 2.220 -2.497 -0.155
N -0.415 0.470 -0.462 -1.615 1.991 -3.210
H -0.925 1.111 -2.274 1.685 -1.399 -3.473
C 0.260 -0.234 1.288 -0.035 -0.539 1.722
N -0.581 0.628 0.800 -1.376 1.578 -1.405
C 0.955 -0.904 0.293 -2.946 2.575 0.186
O -1.298 1.420 -1.508 1.204 -1.648 6.513
H 0.038 -0.327 2.312 1.081 -0.701 1.333

***

No. 6
9
Properties=species:S:1:pos:R:3:forces:R:3 method="wB97M-V/def2-TZVPD" homo_lumo_gap_ha=0.3490 e_homo_ha=-0.3277 charge=0 de_lowest_kj_mol=148.3 fmax_ev_per_a=1.37
C -0.403 -0.430 -0.732 0.011 0.040 -0.119
H 1.672 -0.465 0.709 -0.047 0.152 -0.078
C 0.115 0.724 0.078 -0.096 0.118 0.092
N 1.353 0.485 0.604 0.049 0.077 0.055
H 1.721 1.179 1.238 -0.023 -0.051 -0.123
O -0.486 1.768 0.235 0.121 -0.396 0.039
H 0.027 -0.748 -1.672 0.040 -0.048 0.187
N -2.497 -1.461 -0.057 1.093 0.687 -0.466
N -1.535 -0.960 -0.396 -1.148 -0.579 0.412

***

No. 7
9
Properties=species:S:1:pos:R:3:forces:R:3 method="wB97M-V/def2-TZVPD" homo_lumo_gap_ha="0.3069 / 0.3057" e_homo_ha="-0.3728 / -0.3722" charge=0 de_lowest_kj_mol=529.2 fmax_ev_per_a=2.56
O 2.567 -0.417 0.194 -0.911 -0.098 0.129
N 0.364 -1.038 0.720 2.533 0.227 -0.258
H -1.617 -0.106 -1.000 -0.273 0.263 -0.029
N 2.266 0.564 -0.469 -0.931 -0.565 0.421
N 1.014 0.883 -0.639 0.227 0.031 -0.035
H -1.578 0.957 0.493 -0.287 0.132 -0.220
C 0.209 -0.040 0.031 -0.851 -0.694 0.492
H -1.872 -0.794 0.621 0.624 0.253 -0.192
C -1.353 -0.008 0.049 -0.131 0.451 -0.305

***

No. 8
10
Properties=species:S:1:pos:R:3:forces:R:3 method="wB97M-V/def2-TZVPD" homo_lumo_gap_ha=0.3610 e_homo_ha=-0.3616 charge=0 de_lowest_kj_mol=343.6 fmax_ev_per_a=0.85
C -0.956 -0.906 0.892 -0.291 -0.131 0.374
C 2.030 1.319 -1.010 0.401 0.087 -0.039
H -2.451 -0.868 -0.434 -0.032 0.173 0.110
N -1.099 -1.596 1.948 0.000 0.089 -0.353
H -1.102 0.134 -0.834 0.084 -0.188 0.166
O 0.284 -0.817 1.296 -0.228 -0.125 0.188
N -1.630 -0.368 -0.129 0.122 -0.261 -0.100
N 1.028 0.728 -0.644 0.466 0.650 -0.286
H 0.926 0.511 0.351 0.118 -0.005 -0.187
O 2.970 1.863 -1.436 -0.640 -0.290 0.128